C5H11MnO4 | ωB97M-V/def2-TZVPD

As for the multiplicity: 7. The expectation value of S² is 12.028. The value obtained for the calculated total energy is -44869.3313 eV. For the gap between HOMO and LUMO (spin up / spin down), the calculation gives 8.77 / 7.55 eV.

Last column: Mulliken spin population.
Cartesian coordinates (Å):
1 C -1.264 1.671 3.355  -0.015
2 O -1.356 0.337 3.124  0.515
3 H -1.364 2.287 2.441  0.012
4 H -2.141 1.954 4.037  0.061
5 H -0.344 1.968 3.896  0.001
6 O 1.538 -0.952 1.107  0.143
7 C 0.195 -1.221 1.126  0.295
8 C -0.411 -1.321 -0.263  -0.028
9 O 0.114 -0.229 -1.025  0.017
10 C 0.121 -0.341 -2.449  -0.004
11 C 1.162 0.659 -2.954  0.005
12 O 2.363 0.539 -2.262  0.045
13 Mn 2.047 0.031 -0.466  4.938
14 H -0.554 -0.371 2.066  -0.028
15 H -0.043 -2.118 1.725  0.013
16 H -1.510 -1.278 -0.233  0.004
17 H -0.110 -2.261 -0.759  0.021
18 H -0.883 -0.137 -2.853  0.005
19 H 0.417 -1.370 -2.718  0.002
20 H 0.736 1.679 -2.855  -0.002
21 H 1.288 0.476 -4.039  0.002

=====

C4H13NO2 | ωB97M-V/def2-TZVPD

As for the multiplicity: 2. The expectation value of S² is 0.765. The value obtained for the calculated total energy is -9933.6260 eV. For the gap between HOMO and LUMO (spin up / spin down), the calculation gives 10.52 / 4.88 eV. As for the charge: +1.

Last column: Mulliken spin population.
Cartesian coordinates (Å):
1 C -1.777 -0.662 0.439  0.047
2 C -0.484 -1.263 -0.200  0.104
3 C 0.648 -0.388 0.226  0.054
4 C 1.175 0.565 -0.573  0.215
5 N -2.950 -1.300 -0.089  0.564
6 H -1.861 0.401 0.205  -0.010
7 H -1.789 -0.706 1.528  0.020
8 H -0.607 -1.247 -1.283  0.000
9 H -0.377 -2.297 0.126  -0.003
10 H 0.807 -0.390 1.299  0.004
11 H 0.734 0.736 -1.542  0.013
12 H 1.999 1.141 -0.181  0.009
13 H -3.197 -1.065 -1.045  -0.008
14 H -2.868 -2.317 -0.133  -0.009
15 H 0.828 5.204 -2.346  0.000
16 H -0.579 4.561 -2.688  0.000
17 O -0.092 5.335 -2.414  0.000
18 H 3.679 -2.022 3.594  0.000
19 H 3.203 -1.765 2.265  0.000
20 O 3.506 -2.520 2.810  0.000

=====

C60H100N4O10 | ωB97M-V/def2-TZVPD

The value obtained for the calculated total energy is -90271.8464 eV. For the gap between HOMO and LUMO, the calculation gives 9.86 eV.

Last column: Mulliken charge in e.
Cartesian coordinates (Å):
1 C -14.299 0.230 -20.479  -0.845
2 C -14.960 -1.126 -20.721  -0.208
3 C -14.042 -2.046 -19.917  1.325
4 O -12.738 -1.515 -20.185  -0.391
5 C -12.814 -0.118 -20.483  -0.506
6 H -14.587 0.572 -19.479  0.288
7 H -14.614 1.006 -21.175  0.417
8 H -14.881 -1.398 -21.778  0.262
9 H -16.011 -1.153 -20.432  0.261
10 H -14.062 -3.023 -20.386  -1.425
11 H -14.286 -2.117 -18.858  0.166
12 H -12.381 0.040 -21.475  0.318
13 H -12.264 0.445 -19.727  0.263
14 C -22.498 -5.831 -19.955  0.982
15 C -23.554 -5.769 -21.072  -0.541
16 C -24.817 -6.350 -20.433  -0.494
17 O -24.538 -6.502 -19.039  -0.455
18 C -23.159 -6.779 -18.949  -0.290
19 H -22.367 -4.828 -19.546  0.388
20 H -21.534 -6.222 -20.282  -0.733
21 H -23.237 -6.315 -21.964  0.194
22 H -23.755 -4.759 -21.435  0.203
23 H -25.152 -7.318 -20.831  0.235
24 H -25.705 -5.720 -20.521  0.305
25 H -22.967 -7.824 -19.228  0.254
26 H -22.768 -6.624 -17.951  0.072
27 C -17.934 -5.623 -21.640  0.401
28 C -18.608 -6.466 -20.589  0.222
29 C -17.455 -7.286 -20.018  1.602
30 O -16.304 -6.482 -20.214  0.196
31 C -16.645 -5.282 -20.910  2.044
32 H -18.493 -4.746 -21.966  0.232
33 H -17.663 -6.220 -22.518  -0.653
34 H -19.455 -7.035 -20.975  -0.043
35 H -18.999 -5.834 -19.782  0.334
36 H -17.310 -8.246 -20.517  -0.992
37 H -17.671 -7.445 -18.956  -1.276
38 H -15.827 -4.939 -21.535  -1.134
39 H -16.821 -4.476 -20.182  -0.822
40 C -16.670 -9.854 -14.169  -0.718
41 C -16.030 -9.117 -15.340  -0.392
42 C -17.117 -9.218 -16.455  1.764
43 O -18.009 -10.248 -16.058  -0.464
44 C -17.493 -10.905 -14.916  -0.582
45 H -17.340 -9.236 -13.569  0.238
46 H -15.876 -10.287 -13.563  0.432
47 H -15.148 -9.655 -15.686  0.388
48 H -15.828 -8.055 -15.222  0.016
49 H -16.630 -9.490 -17.396  -0.133
50 H -17.657 -8.274 -16.534  -1.418
51 H -16.788 -11.681 -15.258  0.288
52 H -18.258 -11.394 -14.317  0.415
53 C -15.099 -7.810 -23.251  1.877
54 C -15.423 -7.931 -24.733  0.044
55 C -14.093 -8.500 -25.274  -0.757
56 O -13.447 -9.166 -24.167  -0.514
57 C -14.288 -9.077 -23.036  -0.303
58 H -15.990 -7.826 -22.616  -1.414
59 H -14.533 -6.920 -22.991  -0.262
60 H -15.670 -6.994 -25.233  0.259
61 H -16.213 -8.664 -24.888  -0.156
62 H -13.450 -7.678 -25.594  0.298
63 H -14.254 -9.247 -26.052  0.361
64 H -13.720 -8.953 -22.111  0.193
65 H -14.955 -9.943 -22.936  0.239
66 C -19.816 -11.633 -18.773  0.047
67 C -19.165 -12.948 -18.347  -0.700
68 C -17.719 -12.690 -18.679  0.054
69 O -17.815 -12.136 -19.989  -0.448
70 C -18.943 -11.260 -19.988  0.285
71 H -19.709 -10.868 -18.007  -0.362
72 H -20.860 -11.850 -18.993  0.448
73 H -19.473 -13.761 -19.013  0.309
74 H -19.419 -13.305 -17.348  0.389
75 H -17.093 -13.589 -18.662  0.485
76 H -17.141 -12.023 -18.021  -0.327
77 H -19.487 -11.318 -20.931  0.214
78 H -18.666 -10.200 -19.930  -0.317
79 C -17.122 -4.782 -16.973  1.462
80 C -16.365 -4.862 -15.639  -0.285
81 C -15.216 -3.852 -15.800  -0.443
82 O -15.451 -3.179 -17.035  -0.317
83 C -16.820 -3.339 -17.358  -0.356
84 H -18.170 -4.994 -16.795  -0.050
85 H -16.623 -5.418 -17.707  -0.850
86 H -16.054 -5.867 -15.345  -0.518
87 H -17.009 -4.555 -14.809  0.505
88 H -14.218 -4.287 -15.801  0.247
89 H -15.270 -3.111 -14.994  0.303
90 H -16.967 -3.139 -18.421  -0.066
91 H -17.450 -2.612 -16.823  0.305
92 C -12.191 -6.360 -17.889  -0.640
93 C -11.261 -5.954 -19.037  -0.840
94 C -12.141 -4.985 -19.863  -0.210
95 O -13.455 -5.000 -19.314  0.383
96 C -13.579 -6.137 -18.446  1.322
97 H -11.955 -5.769 -17.002  0.371
98 H -12.042 -7.399 -17.583  0.471
99 H -10.928 -6.788 -19.651  0.259
100 H -10.403 -5.418 -18.637  0.323
101 H -12.225 -5.314 -20.906  0.024
102 H -11.734 -3.973 -19.881  0.266
103 H -13.844 -6.983 -19.095  -0.445
104 H -14.371 -5.925 -17.733  -0.952
105 C -19.740 -6.592 -15.259  -0.033
106 C -20.762 -7.458 -14.500  -0.734
107 C -21.133 -8.469 -15.564  -0.222
108 O -21.112 -7.742 -16.790  -0.441
109 C -20.267 -6.606 -16.706  0.415
110 H -18.782 -7.108 -15.164  -0.207
111 H -19.684 -5.617 -14.777  0.489
112 H -21.654 -6.849 -14.333  0.296
113 H -20.342 -7.885 -13.595  0.364
114 H -22.132 -8.899 -15.449  0.421
115 H -20.479 -9.348 -15.638  -0.089
116 H -20.838 -5.696 -16.903  0.563
117 H -19.413 -6.721 -17.377  -0.737
118 C -18.932 -5.292 -25.467  1.036
119 C -18.153 -4.894 -26.740  -0.226
120 C -19.071 -3.810 -27.336  -0.717
121 O -20.299 -3.785 -26.624  -0.491
122 C -19.956 -4.187 -25.304  -0.486
123 H -18.312 -5.439 -24.584  -0.513
124 H -19.468 -6.219 -25.684  -0.136
125 H -18.110 -5.782 -27.365  0.302
126 H -17.183 -4.448 -26.540  0.037
127 H -19.215 -3.903 -28.413  0.361
128 H -18.609 -2.818 -27.206  0.315
129 H -20.766 -4.496 -24.647  0.304
130 H -19.479 -3.293 -24.867  0.287
131 N -14.439 -4.398 -25.247  -0.266
132 C -13.346 -3.773 -25.675  -0.446
133 C -12.315 -3.367 -24.841  -0.692
134 C -12.483 -3.485 -23.473  -0.246
135 C -13.631 -4.108 -23.023  0.477
136 C -14.541 -4.609 -23.939  -0.529
137 H -13.238 -3.641 -26.747  0.394
138 H -11.484 -2.887 -25.343  0.389
139 H -11.706 -3.190 -22.778  0.520
140 H -13.872 -4.159 -21.969  -0.599
141 H -15.463 -5.069 -23.602  0.634
142 N -19.436 -1.795 -21.041  -0.409
143 C -20.333 -2.740 -21.274  -0.074
144 C -21.314 -2.636 -22.245  -0.248
145 C -21.349 -1.488 -23.013  -0.520
146 C -20.469 -0.463 -22.714  -0.506
147 C -19.525 -0.655 -21.724  -0.440
148 H -20.195 -3.669 -20.727  0.592
149 H -21.937 -3.493 -22.468  0.461
150 H -21.952 -1.464 -23.913  0.387
151 H -20.550 0.469 -23.260  0.385
152 H -18.840 0.103 -21.363  0.434
153 N -19.080 -9.256 -22.633  0.180
154 C -20.054 -8.789 -23.410  -0.377
155 C -20.123 -9.137 -24.755  -0.766
156 C -19.169 -9.982 -25.277  -0.258
157 C -18.164 -10.481 -24.456  -1.232
158 C -18.185 -10.107 -23.128  -0.056
159 H -20.656 -8.020 -22.938  0.534
160 H -20.936 -8.725 -25.341  0.500
161 H -19.176 -10.236 -26.329  0.414
162 H -17.417 -11.159 -24.844  0.396
163 H -17.468 -10.411 -22.370  0.702
164 N -13.858 -12.571 -18.939  -0.555
165 C -12.635 -12.288 -18.503  -0.370
166 C -12.058 -11.030 -18.611  -0.686
167 C -12.863 -9.984 -19.021  -0.082
168 C -14.159 -10.253 -19.419  0.135
169 C -14.573 -11.576 -19.450  -0.960
170 H -12.129 -13.124 -18.031  0.398
171 H -11.029 -10.923 -18.294  0.418
172 H -12.458 -8.980 -19.049  0.387
173 H -14.825 -9.432 -19.657  0.531
174 H -15.574 -11.820 -19.791  0.690

=====

C3HNO3 | ωB97M-V/def2-TZVPD

The value obtained for the calculated total energy is -10757.1930 eV. For the gap between HOMO and LUMO, the calculation gives 10.93 eV.

Last column: natural (NBO) charge in e.
Cartesian coordinates (Å):
1 C -1.815 -0.336 0.394  0.603
2 C -1.861 1.093 0.462  0.599
3 C 2.664 0.286 0.417  0.490
4 N -0.726 0.400 -0.107  -0.619
5 O -2.369 -1.361 0.504  -0.500
6 O -2.271 2.196 0.609  -0.494
7 O 3.665 -0.166 0.723  -0.487
8 H 0.025 0.328 -0.668  0.409

=====

What are the ΔE to the lowest compared entry with this formula, charge and spin values for these records? In order: 0.0, 58.3, 0.0, 36.3 kcal/mol.